1.
The following is a quantum chemistry calculation of one molecule with the formula C16H16O6, from the OMol25 dataset.

Element x y z (Å)
C 1.758 -3.461 0.465
C 1.322 -2.851 -0.867
C 2.542 -2.621 -1.772
O 0.434 -3.769 -1.474
C 0.581 -1.503 -0.637
O 1.383 -0.551 0.028
C -0.694 -1.694 0.193
O -1.612 -0.647 -0.061
C -1.293 0.580 0.423
C -0.841 0.858 1.712
O -0.576 -0.022 2.704
C -0.160 0.705 3.767
C -0.148 2.031 3.512
C -0.592 2.177 2.160
C -0.808 3.259 1.325
C -1.256 3.014 0.032
C -1.501 4.064 -0.916
C -1.899 3.779 -2.167
C -2.085 2.403 -2.610
O -2.398 2.073 -3.727
O -1.875 1.427 -1.683
C -1.479 1.692 -0.413
H 0.891 -3.862 0.980
H 2.226 -2.700 1.083
H 2.459 -4.271 0.288
H 3.324 -2.083 -1.243
H 2.940 -3.585 -2.079
H 2.263 -2.063 -2.666
H 0.165 -3.429 -2.335
H 0.270 -1.109 -1.621
H 2.145 -0.345 -0.524
H -1.202 -2.607 -0.121
H -0.433 -1.748 1.252
H 0.094 0.150 4.649
H 0.137 2.816 4.181
H -0.633 4.269 1.660
H -1.356 5.085 -0.592
H -2.092 4.539 -2.907

Values from the calculation:
E: -29135.8604 eV
Lowest unoccupied orbital energy: 0.181 eV
Multiplicity: 1
Structure (SMILES): CC(C)(O)[C@H](O)COc1c2occc2cc2ccc(=O)oc12

---

2.
The following is a quantum chemistry calculation of a 6-piece molecular cluster, C12H38N4O9 overall, from the OMol25 dataset.

Element x y z (Å)
N 1.226 -4.512 0.348
H 0.479 -3.849 0.049
H 2.140 -4.247 -0.054
H 0.966 -5.452 0.058
H 1.158 -4.462 1.366
N 0.608 -1.560 0.569
O -0.167 -2.069 1.414
O 0.444 -1.829 -0.649
O 1.560 -0.863 0.926
C -2.577 -2.640 -1.706
C -2.765 -3.919 -0.909
O -1.716 -4.182 0.006
O -1.494 -2.775 -2.639
H -2.349 -1.782 -1.068
H -3.454 -2.516 -2.340
H -2.890 -4.719 -1.636
H -3.702 -3.826 -0.341
H -1.638 -3.415 0.595
H -0.693 -2.729 -2.109
C 4.612 -1.916 0.529
C 3.925 -2.297 -0.761
O 3.766 -3.716 -0.871
O 3.808 -2.290 1.644
H 4.841 -0.851 0.600
H 5.548 -2.481 0.585
H 4.484 -1.977 -1.655
H 2.987 -1.760 -0.901
H 4.621 -4.120 -0.697
H 3.056 -1.673 1.635
C -2.424 0.829 -3.277
C -1.221 1.650 -2.813
C -1.469 2.304 -1.456
O -2.399 3.360 -1.575
C -1.869 4.614 -1.226
N -0.012 0.856 -2.719
H -2.713 0.111 -2.505
H -2.182 0.296 -4.198
H -3.315 1.431 -3.481
H -1.113 2.468 -3.534
H -0.492 2.629 -1.081
H -1.879 1.566 -0.754
H -1.083 4.926 -1.922
H -1.496 4.643 -0.194
H -2.662 5.364 -1.252
H 0.021 0.281 -1.883
H 0.066 0.208 -3.494
C 1.365 4.184 1.695
C 0.608 3.362 2.720
C -0.773 2.988 2.153
O -1.766 2.794 3.123
C -1.777 1.507 3.731
N 1.449 2.223 3.120
H 0.816 5.090 1.421
H 1.577 3.603 0.796
H 2.307 4.550 2.107
H 0.388 3.960 3.609
H -0.673 2.079 1.532
H -1.099 3.761 1.455
H -1.256 0.769 3.114
H -2.816 1.218 3.879
H -1.268 1.544 4.701
H 0.941 1.728 3.853
H 1.435 1.532 2.366

Values from the calculation:
E: -37443.0743 eV
Lowest unoccupied orbital energy: -0.148 eV
Multiplicity: 1

---

3.
The following is a quantum chemistry calculation of one molecule with the formula C14H18ClN3O3S2, from the OMol25 dataset.

Element x y z (Å)
C -0.459 3.242 0.433
C 0.673 3.241 1.114
C 1.933 2.537 0.710
N 1.734 1.590 -0.357
C 2.337 1.672 -1.553
S 3.445 2.832 -1.945
N 2.001 0.762 -2.525
C 1.162 -0.338 -2.458
C 0.444 -0.726 -3.598
C -0.441 -1.781 -3.554
C -0.656 -2.473 -2.362
Cl -1.815 -3.734 -2.292
C 0.089 -2.127 -1.248
S -0.062 -2.817 0.407
O -1.008 -3.887 0.476
O 1.257 -3.030 0.916
N -0.659 -1.419 1.150
C -0.374 -1.342 2.573
C -0.807 0.037 3.071
O -2.177 0.253 2.824
C -2.471 0.155 1.452
C -2.071 -1.212 0.890
C 1.006 -1.095 -1.299
H -1.325 3.776 0.781
H -0.566 2.732 -0.511
H 0.752 3.784 2.045
H 2.355 2.019 1.581
H 2.672 3.270 0.365
H 0.963 0.948 -0.241
H 2.359 1.012 -3.438
H 0.584 -0.183 -4.521
H -0.993 -2.070 -4.434
H 0.696 -1.499 2.703
H -0.923 -2.119 3.123
H -0.676 0.116 4.150
H -0.213 0.815 2.567
H -3.547 0.308 1.358
H -1.936 0.944 0.901
H -2.228 -1.243 -0.190
H -2.670 -2.004 1.360
H 1.615 -0.945 -0.423

Values from the calculation:
E: -59614.6692 eV
Lowest unoccupied orbital energy: -0.002 eV
Multiplicity: 1
Structure (SMILES): C=CCNC(=S)Nc1ccc(Cl)c(S(=O)(=O)N2CCOCC2)c1

---

4.
The following is a quantum chemistry calculation of a 3-piece molecular cluster, C12H19O9PS overall, from the OMol25 dataset.

Element x y z (Å)
O -2.553 0.603 2.509
C -3.181 0.986 1.431
C -2.278 1.996 0.454
C -2.457 1.274 -0.845
P -1.366 1.610 -2.357
S -0.418 -0.128 -2.645
C -3.746 0.293 -0.595
O -4.610 0.050 -1.558
O -4.198 0.134 0.806
H -1.598 2.848 0.823
H -1.942 1.903 -3.604
H -0.248 2.420 -1.933
C 5.855 2.456 -4.748
C 4.927 1.889 -3.686
O 3.825 2.773 -3.441
C 2.849 2.771 -4.382
O 2.829 2.091 -5.396
O 1.910 3.680 -4.017
C 0.875 3.856 -4.982
H 6.179 3.467 -4.477
H 6.737 1.821 -4.870
H 5.353 2.534 -5.717
H 5.475 1.796 -2.743
H 4.570 0.889 -3.953
H 0.408 2.901 -5.243
H 1.276 4.344 -5.875
H 0.111 4.504 -4.545
C -1.427 -1.392 4.852
C -2.557 -2.268 4.337
O -2.082 -3.579 4.006
C -1.843 -4.401 5.058
O -1.999 -4.124 6.237
O -1.369 -5.577 4.575
C -0.973 -6.497 5.590
H -0.599 -1.371 4.136
H -1.777 -0.370 5.022
H -1.022 -1.775 5.793
H -2.957 -1.834 3.415
H -3.384 -2.325 5.053
H -1.782 -6.672 6.306
H -0.080 -6.128 6.101
H -0.729 -7.448 5.108

Values from the calculation:
E: -51298.5359 eV
Lowest unoccupied orbital energy: -2.037 eV
Multiplicity: 1
Structure (SMILES): O=C1C=C([PH2]=S)C(=O)O1.CCOC(=O)OC.CCOC(=O)OC

---

5.
The following is a quantum chemistry calculation of a 2-piece molecular cluster, C4H6N4 overall, from the OMol25 dataset.

Element x y z (Å)
C 2.457 0.296 -0.320
C 0.732 -1.214 0.190
C 0.555 1.094 1.235
C 1.074 0.167 0.198
N 3.511 0.440 -0.733
N 0.282 -2.266 0.268
N 0.190 1.210 -0.156
N -2.150 -0.756 -0.930
H -0.038 0.689 2.078
H 1.223 1.921 1.511
H -2.363 -1.224 -0.061
H -0.774 1.074 -0.457
H -2.793 -0.041 -1.151
H -1.906 -1.390 -1.673

Values from the calculation:
E: -10197.0969 eV
Lowest unoccupied orbital energy (spin up / spin down): 0.398 / -4.432 eV
<S²>: 2.01
Multiplicity: 3

---

6.
The following is a quantum chemistry calculation of C20H24BrNOP2Pr as an isolated structure, from the OMol25 dataset.

Element x y z (Å)
C -1.575 3.433 -1.512
C -1.350 2.093 -1.142
C -0.006 1.532 -1.190
C 1.043 2.319 -1.795
C 0.762 3.671 -2.111
C -0.506 4.221 -1.973
C 2.285 1.699 -1.945
C 2.414 0.313 -1.813
C 1.326 -0.432 -1.231
C 1.398 -1.888 -1.187
C 2.640 -2.503 -1.398
C 3.749 -1.758 -1.837
C 3.627 -0.390 -2.043
H -2.578 3.892 -1.428
H 1.552 4.255 -2.593
H -0.678 5.274 -2.181
H 3.158 2.284 -2.244
H 2.742 -3.583 -1.214
H 4.706 -2.278 -1.963
H 4.480 0.153 -2.484
N 0.217 0.243 -0.761
Pr 0.516 0.318 1.917
C -2.502 1.223 -0.646
H -2.516 0.237 -1.089
H -3.458 1.755 -0.715
C 0.193 -2.720 -0.735
H -0.723 -2.407 -1.233
H 0.389 -3.795 -0.841
P -2.217 1.011 1.152
P -0.029 -2.364 1.048
C 1.334 -3.333 1.802
H 1.221 -3.297 2.892
H 1.269 -4.368 1.431
H 2.309 -2.891 1.547
C -1.530 -3.311 1.416
H -1.366 -4.352 1.117
H -1.728 -3.223 2.489
H -2.378 -2.867 0.878
C -2.534 2.741 1.687
H -3.496 3.015 1.225
H -2.571 2.797 2.778
H -1.734 3.410 1.357
C -3.801 0.217 1.541
H -3.840 0.061 2.620
H -4.560 0.915 1.163
H -3.854 -0.759 1.052
C 2.718 -0.124 2.589
O 3.807 -0.339 2.918
H 2.290 0.943 0.614
Br -0.616 -1.043 4.069

Values from the calculation:
E: -127350.8486 eV
Total charge: +1
Lowest unoccupied orbital energy (spin up / spin down): -4.261 / -4.240 eV
<S²>: 2.00
Multiplicity: 3

---

7.
The following is a quantum chemistry calculation of C37H60F3O18SY as an isolated structure, from the OMol25 dataset.

Element x y z (Å)
Y 4.397 1.001 0.782
C -0.289 -0.004 0.795
F 0.267 -0.913 1.584
F -1.426 -0.388 0.236
F -0.552 1.120 1.434
S 0.956 0.373 -0.594
O 1.122 -0.926 -1.218
O 0.436 1.466 -1.391
O 2.178 0.740 0.141
C -3.349 -3.298 -1.296
C -3.163 -3.593 -2.772
C -4.541 -3.216 -3.443
O -5.377 -3.142 -2.298
C -4.788 -3.671 -1.093
H -3.111 -2.260 -1.042
H -2.719 -3.842 -0.581
H -2.882 -4.636 -2.919
H -2.406 -2.961 -3.238
H -4.842 -4.022 -4.112
H -4.396 -2.283 -3.986
H -4.937 -4.751 -1.129
H -5.276 -3.180 -0.256
C 0.630 2.308 4.593
C 0.313 3.480 5.479
C 0.280 2.793 6.833
O 1.454 1.952 6.703
C 1.409 1.275 5.431
H 1.231 2.699 3.761
H -0.158 1.878 3.970
H -0.653 3.940 5.255
H 1.057 4.272 5.422
H -0.483 2.029 6.990
H 0.409 3.538 7.613
H 0.928 0.299 5.542
H 2.418 1.144 5.040
C -1.311 5.386 1.817
C -1.372 4.369 0.713
C -2.831 4.074 0.357
O -3.395 5.362 0.615
C -2.629 6.168 1.543
H -0.436 6.035 1.808
H -1.402 4.936 2.807
H -0.947 3.395 0.996
H -0.757 4.605 -0.159
H -3.375 3.387 1.013
H -2.869 3.622 -0.636
H -3.116 6.446 2.476
H -2.352 7.107 1.062
O 3.232 -0.790 2.044
C 3.027 -1.674 2.877
O 3.279 -1.509 4.152
C 2.589 -2.476 4.985
C 1.698 -3.248 3.985
C 2.298 -2.984 2.627
H 2.038 -1.812 5.645
H 3.312 -3.155 5.429
H 0.665 -2.919 4.109
H 1.659 -4.294 4.286
H 1.606 -3.046 1.790
H 3.000 -3.764 2.310
O -5.706 -3.737 3.295
C -4.617 -3.257 3.200
O -3.612 -3.899 2.587
C -2.386 -3.185 2.752
C -2.792 -1.701 3.044
C -4.133 -1.913 3.757
H -1.903 -3.163 1.776
H -1.848 -3.710 3.540
H -3.041 -1.168 2.128
H -2.117 -1.187 3.726
H -4.903 -1.158 3.625
H -3.934 -2.022 4.825
O -2.633 -1.663 -6.372
C -2.242 -1.051 -5.426
O -1.176 -1.452 -4.684
C -0.991 -0.632 -3.563
C -2.084 0.440 -3.600
C -2.869 0.232 -4.905
H -0.086 -0.029 -3.473
H -1.156 -1.231 -2.666
H -1.726 1.447 -3.369
H -2.661 0.348 -2.672
H -2.767 1.098 -5.554
H -3.912 0.188 -4.599
O 3.875 2.648 -0.780
C 3.356 3.727 -1.098
O 3.623 4.241 -2.252
C 3.202 5.595 -2.415
C 2.119 5.741 -1.363
C 2.534 4.711 -0.286
H 2.865 5.754 -3.436
H 3.919 6.405 -2.256
H 1.195 5.405 -1.836
H 1.981 6.698 -0.869
H 1.673 4.255 0.205
H 3.138 5.175 0.497
O 4.401 0.236 -1.461
C 4.303 -0.120 -2.647
O 5.291 -0.539 -3.364
C 4.983 -0.607 -4.759
C 3.615 0.012 -4.896
C 3.046 0.003 -3.468
H 5.100 -1.642 -5.090
H 5.733 -0.144 -5.401
H 2.902 -0.524 -5.524
H 3.667 0.991 -5.374
H 2.386 -0.855 -3.393
H 2.512 0.941 -3.342
O 4.010 -4.245 -1.573
C 2.843 -4.041 -1.769
O 1.900 -4.085 -0.799
C 0.577 -3.932 -1.336
C 0.735 -4.041 -2.850
C 2.244 -3.930 -3.153
H 0.221 -2.950 -1.040
H -0.092 -4.755 -1.090
H 0.158 -3.304 -3.406
H 0.504 -5.041 -3.215
H 2.514 -3.015 -3.678
H 2.516 -4.802 -3.741

Values from the calculation:
E: -96211.9942 eV
Total charge: +2
Lowest unoccupied orbital energy: -8.561 eV
Multiplicity: 1

---

8.
The following is a quantum chemistry calculation of one molecule with the formula C5H8O, from the OMol25 dataset.

Element x y z (Å)
C -1.297 -0.943 -0.371
C -0.566 0.392 -0.535
C -0.151 1.240 0.638
C 0.926 0.599 -0.210
C 1.652 -0.563 0.346
O 2.784 -0.869 0.054
H -1.195 -1.347 0.634
H -2.381 -0.845 -0.560
H -0.943 -1.702 -1.085
H -0.963 0.801 -1.452
H -0.342 0.784 1.610
H -0.204 2.330 0.650
H 1.554 1.240 -0.835
H 1.062 -1.165 1.072

Values from the calculation:
E: -7360.9655 eV
Lowest unoccupied orbital energy: 1.037 eV
Multiplicity: 1
Structure (SMILES): C[C@H]1C[C@H]1C=O

---

9.
The following is a quantum chemistry calculation of C18H44N5O8Zr as an isolated structure, from the OMol25 dataset.

Element x y z (Å)
Zr -0.782 0.294 -0.279
C -6.764 -0.170 -1.649
O -5.389 -0.121 -1.389
H -6.975 -0.648 -2.606
H -7.309 -0.651 -0.836
H -7.186 0.817 -1.841
C -1.406 6.191 -0.133
O -0.953 4.871 0.063
H -2.251 6.152 -0.820
H -1.895 6.689 0.705
H -0.631 6.793 -0.607
C 1.987 -4.124 -3.457
O 1.130 -3.156 -2.712
H 1.281 -4.636 -4.110
H 2.740 -3.552 -3.998
H 2.418 -4.823 -2.739
C -0.176 3.393 -6.816
C -0.680 2.004 -6.422
O -1.047 1.731 -5.242
N -0.972 1.135 -7.361
C -1.604 -0.141 -7.330
H 0.810 3.375 -7.282
H -0.189 4.162 -6.044
H -0.976 3.739 -7.470
H -0.636 1.405 -8.274
H -1.834 -0.349 -6.285
H -1.124 -1.047 -7.698
H -2.577 -0.083 -7.817
C 4.521 0.715 4.446
C 4.073 -0.522 3.705
O 2.996 -0.443 3.046
N 4.861 -1.568 3.909
C 4.839 -2.909 3.287
H 4.273 1.699 4.046
H 5.591 0.612 4.623
H 4.032 0.806 5.416
H 5.621 -1.344 4.535
H 3.909 -3.019 2.729
H 4.664 -3.576 4.131
H 5.672 -3.246 2.670
C 5.590 3.417 -2.856
C 5.263 1.945 -2.706
O 4.197 1.699 -2.218
N 6.211 0.999 -2.986
C 7.554 1.218 -3.476
H 6.593 3.523 -2.444
H 4.892 4.118 -2.397
H 5.492 3.607 -3.925
H 5.912 0.047 -2.829
H 7.801 1.632 -4.454
H 8.126 0.290 -3.479
H 8.105 1.699 -2.668
C -1.491 -5.133 4.282
C -2.335 -4.728 3.090
O -2.082 -3.718 2.466
N -3.079 -5.689 2.655
C -3.810 -5.854 1.368
H -1.380 -4.305 4.982
H -0.558 -5.652 4.063
H -2.011 -5.783 4.987
H -3.305 -6.437 3.294
H -4.442 -6.735 1.482
H -3.166 -5.943 0.494
H -4.496 -5.010 1.295
C -3.370 3.377 5.727
C -4.014 2.108 5.133
O -3.539 1.646 4.045
N -5.049 1.699 5.793
C -6.017 0.806 5.320
H -2.321 3.341 5.435
H -3.397 3.557 6.801
H -3.722 4.317 5.302
H -5.284 2.111 6.684
H -5.665 -0.226 5.328
H -6.408 0.920 4.309
H -6.854 0.681 6.007

Values from the calculation:
E: -44462.8217 eV
Total charge: +1
Lowest unoccupied orbital energy: -7.364 eV
Multiplicity: 1

---

10.
The following is a quantum chemistry calculation of a 2-piece molecular cluster, BrH2PS overall, from the OMol25 dataset.

Element x y z (Å)
P -0.090 1.652 -0.176
S 0.042 -1.727 0.935
Br -1.541 -2.353 -0.291
H 1.214 2.080 0.111
H 0.376 0.347 -0.579

Values from the calculation:
E: -90195.9620 eV
Lowest unoccupied orbital energy (spin up / spin down): -1.433 / -2.484 eV
Multiplicity: 1

---

11.
The following is a quantum chemistry calculation of one molecule with the formula C6H9NS, from the OMol25 dataset.

Element x y z (Å)
C 0.071 -1.447 -2.678
C -0.630 -0.942 -1.636
C -0.021 -0.466 -0.366
C 0.992 -1.256 0.156
N 1.718 -1.038 1.247
C -0.525 0.723 0.245
C -1.672 1.420 -0.463
S 0.028 1.410 1.668
H -0.459 -1.828 -3.590
H 1.169 -1.487 -2.699
H -1.712 -0.863 -1.726
H 1.243 -2.142 -0.376
H 1.534 -0.219 1.814
H 2.373 -1.733 1.537
H -1.414 1.620 -1.523
H -2.603 0.778 -0.448
H -1.894 2.381 0.042

Values from the calculation:
E: -18692.2653 eV
Lowest unoccupied orbital energy: 0.039 eV
Multiplicity: 1
Structure (SMILES): C=C/C(=C/N)C(C)=S